No. 1
Molecular formula: C6H7LiO3Rb
Method: DFT, wB97M-V/def2-TZVPD

XYZ file:
```
18
Properties=species:S:1:pos:R:3:forces:R:3:mulliken_charge:R:1
Rb -1.78348 -0.08713 -2.89862 0.2 -0.3 0.7 0.95
O -0.42286 2.29014 -2.98153 -0.2 -0.4 -2.3 -0.86
O -0.60619 -2.30419 -0.64638 0.7 -0.4 0.4 -0.49
O 0.23827 -2.71751 2.57660 -1.4 0.2 0.8 -0.52
C 1.35432 1.17107 1.24878 0.3 1.0 -0.6 -1.45
C 0.49826 2.46396 -0.84360 -0.4 0.3 -0.6 0.20
C -0.49495 -2.81966 0.46109 -2.9 1.7 -2.0 0.10
C 0.92127 1.87228 0.19584 0.2 -0.7 0.4 0.91
C -0.73864 -2.04021 1.72323 1.7 -0.9 0.7 -0.19
C -0.00355 3.00569 -1.97435 0.6 0.1 2.0 -0.50
Li -0.38135 2.65962 -4.75077 0.2 0.2 0.7 0.89
H -1.80873 -2.17155 1.96416 0.6 -0.8 0.7 0.27
H 1.88678 0.23137 1.08989 -0.6 0.0 0.1 0.29
H 1.47344 1.66899 2.21370 0.1 -0.2 -0.3 0.27
H -0.61392 -0.95448 1.82660 0.4 -0.2 -1.0 0.18
H -0.06632 4.10099 -2.05837 -0.2 -0.3 0.2 0.27
H 1.11943 -2.44455 2.30722 0.0 0.3 0.0 0.31
H -0.57177 -3.92484 0.54653 0.8 0.4 0.3 0.34
```
Positions in Å, forces in eV/Å.

Output
* gap between HOMO and LUMO: 5.5990 eV
* energy relative to the best compared isomer or geometry (same formula, charge and spin): 0.317 eV
* charge: +1
* largest force on an atom: 3.9 eV/Å


No. 2
Molecular formula: C4H8NO
Method: DFT, wB97M-V/def2-TZVPD

XYZ file:
```
14
Properties=species:S:1:pos:R:3:forces:R:3:mulliken_charge:R:1
O -1.57794 -1.42070 -2.58395 0.2 -0.7 2.6 -0.21
N 0.42544 1.31231 -0.77960 1.1 1.6 1.5 -0.31
C -1.43636 -1.67179 -1.45694 0.9 1.3 -0.8 0.34
C 1.05411 -0.40681 0.88335 1.4 -0.9 1.8 -0.51
C 0.03448 0.05569 -0.01408 -1.2 -1.4 -2.6 -0.03
C -0.29435 0.18273 1.43437 2.1 1.2 -0.9 -0.67
H -0.90753 -0.46536 2.00564 -0.7 -0.6 -0.1 0.24
H -1.68304 -2.47662 -0.68979 0.2 0.9 -0.8 0.34
H -0.41150 1.82633 -0.92401 -1.2 0.5 -0.8 0.37
H 0.99033 1.31806 -1.66178 -0.8 -1.0 0.8 0.37
H 2.12845 0.05238 1.01470 -2.4 -0.8 -0.2 0.25
H 0.96830 -1.48514 1.08680 0.9 0.4 -0.3 0.21
H -0.23531 1.16041 1.85278 0.0 0.7 0.3 0.25
H 0.94492 2.01852 -0.16750 -0.3 -1.2 -0.4 0.38
```
Positions in Å, forces in eV/Å.

Output
* gap between HOMO and LUMO (alpha / beta): 7.5949 / 7.5943 eV
* energy relative to the best compared isomer or geometry (same formula, charge and spin): 4.944 eV
* charge: +1
* largest force on an atom: 3.2 eV/Å


No. 3
Molecular formula: C5H8O2
Method: DFT, wB97M-V/def2-TZVPD

XYZ file:
```
15
Properties=species:S:1:pos:R:3:forces:R:3:mulliken_charge:R:1
O -2.11373 1.82827 -0.23199 0.4 0.6 0.1 -0.41
O -1.19712 -1.78075 -0.49310 -0.9 1.6 -3.6 -0.49
C 0.43522 -0.30548 0.41848 -0.2 0.7 0.1 -0.06
C 1.22944 0.97685 0.49514 -1.1 1.0 -1.6 -0.59
C -0.73132 -0.47191 -0.46251 -2.7 2.6 -1.6 0.06
C -2.19071 0.65495 -0.11153 1.0 -2.3 -0.5 -0.05
C 1.79276 -0.20168 -0.15905 0.1 1.1 -4.7 -0.63
H -0.50837 -0.04832 -1.56997 -0.4 -1.2 2.5 0.20
H 2.46584 -0.71439 0.36530 2.9 -1.9 1.9 0.32
H 0.97304 1.86591 -0.11289 -0.1 -0.8 0.4 0.21
H 0.45197 -0.79939 1.39536 -0.5 -0.2 -0.4 0.35
H 2.11498 -0.16200 -1.32420 -1.5 -0.2 2.8 0.18
H 1.54670 1.18107 1.45820 0.7 0.7 1.6 0.29
H -3.24274 0.18700 0.04703 1.4 -0.1 0.0 0.29
H -1.02596 -2.21014 0.28573 0.8 -1.5 3.1 0.32
```
Positions in Å, forces in eV/Å.

Output
* gap between HOMO and LUMO: 9.4584 eV
* energy relative to the best compared isomer or geometry (same formula, charge and spin): 3.521 eV
* largest force on an atom: 4.8 eV/Å
* SMILES string: O=C[C@H](O)C1CC1


No. 4
Molecular formula: C4H10N2O2
Method: DFT, wB97M-V/def2-TZVPD

XYZ file:
```
18
Properties=species:S:1:pos:R:3:forces:R:3:mulliken_charge:R:1
O 0.39960 -1.25709 -0.39787 -1.1 1.8 -1.1 -0.44
O 0.49935 0.80616 0.52358 0.8 -0.9 0.4 -0.28
N -0.27617 1.36377 1.57843 0.4 -0.4 0.0 -0.45
N 2.52618 -0.75291 0.36326 -0.5 0.1 -0.1 -0.49
C -0.67615 -0.13638 -0.90771 0.7 -2.6 -1.1 1.25
C -0.44354 0.41091 -2.09688 0.1 -0.2 0.4 -1.08
C -2.01356 -0.44221 -0.32700 -0.1 0.0 0.3 -1.33
C 1.14850 -0.73772 0.58115 -0.7 2.0 0.9 -0.03
H 2.77041 -0.35382 -0.53360 0.0 -0.1 0.0 0.27
H -1.27781 0.68865 -2.72982 0.0 0.3 0.3 0.28
H -2.77616 -0.39547 -1.10841 0.2 0.1 0.0 0.38
H 0.89970 -1.05606 1.60167 0.0 0.0 0.0 0.34
H 0.28621 2.12878 1.94497 0.0 -0.2 0.2 0.24
H -2.29121 0.27741 0.44617 0.1 -0.1 0.0 0.30
H -2.04491 -1.45174 0.08844 0.1 0.1 0.0 0.32
H 3.06495 -0.35021 1.11750 -0.1 0.0 0.0 0.23
H 0.55891 0.60559 -2.44967 0.0 -0.3 -0.1 0.26
H -0.35428 0.65233 2.30580 0.0 0.1 0.1 0.23
```
Positions in Å, forces in eV/Å.

Output
* gap between HOMO and LUMO: 8.9128 eV
* energy relative to the best compared isomer or geometry (same formula, charge and spin): 6.070 eV
* largest force on an atom: 2.9 eV/Å
* SMILES string: C=C(C)O[C@@H](N)ON


No. 5
Molecular formula: C19H16ClN6OSSe4Sr
Method: DFT, wB97M-V/def2-TZVPD

XYZ file:
```
49
Properties=species:S:1:pos:R:3:forces:R:3:mulliken_charge:R:1
Sr -0.51591 0.75964 -0.19017 0.1 3.0 -2.9 1.65
Se 1.00026 3.78850 0.18269 -0.4 0.4 -1.0 -0.06
Se -2.27894 2.82943 1.07891 -1.0 -0.2 -0.2 -0.61
Se 3.17713 3.40157 0.78407 0.5 -0.2 0.4 -0.71
Se -0.49580 3.93995 1.98118 0.4 0.5 0.7 -0.28
Cl -1.30046 0.60010 7.17526 0.0 0.0 0.1 -0.28
S 0.10767 1.54178 -3.09554 -0.2 0.1 -0.3 -0.43
O 0.54428 0.78551 1.63128 1.2 -0.5 2.7 -0.78
N -0.53718 -1.42187 -1.37382 0.2 -1.1 -0.6 -0.54
N 3.95987 1.65206 -3.55390 0.1 0.1 -0.2 -0.87
N -1.60235 -0.85622 1.01282 -0.6 -1.1 1.2 0.16
N 2.57580 1.05964 -1.95004 0.4 -0.1 -0.2 0.45
N 2.65243 1.80931 -3.92439 0.0 -0.1 0.2 0.21
N 2.13349 0.65468 -0.70072 -0.2 -0.1 0.2 -0.14
C -3.90729 -2.87371 -1.86398 -0.2 0.0 0.1 -0.91
C -2.57853 -2.49452 -2.14381 0.2 0.2 0.2 1.41
C -3.71849 -1.90466 0.33877 0.4 0.2 0.1 -0.57
C -1.44604 -0.08095 4.56837 0.0 0.0 0.1 -1.11
C -2.39656 -1.54713 0.12607 -0.7 -0.3 0.2 0.48
C 1.76592 1.47133 -2.96933 0.3 0.0 -0.1 0.21
C 0.34059 1.41744 5.16257 0.1 0.0 -0.2 -0.55
C 0.02061 -1.71115 -2.52595 0.0 0.1 0.3 -0.23
C -0.78065 0.64139 5.50964 -0.1 -0.1 -0.1 0.26
C -1.79606 -0.82784 2.29378 0.0 -0.3 0.0 -0.37
C -1.81448 -1.82170 -1.15414 -0.4 -0.4 -0.2 0.21
C 3.89353 1.20726 -2.34587 -0.2 0.0 0.3 0.90
C -0.64556 -2.37360 -3.56751 -0.2 -0.2 -0.1 -0.87
C 5.02491 0.88587 -1.45004 0.1 0.0 0.0 -1.19
C -4.45755 -2.57242 -0.64572 -0.1 -0.1 -0.2 -0.84
C 0.77019 1.45056 3.86724 0.1 0.0 0.2 -0.29
C -1.04087 -0.05405 3.21214 0.2 0.2 0.0 0.56
C 0.10656 0.73053 2.82714 0.0 -0.2 0.1 -0.08
C -1.94851 -2.74336 -3.38164 0.2 0.0 -0.1 -0.71
H -4.18885 -1.63655 1.27523 0.0 0.0 0.0 0.47
H -2.55569 -1.48038 2.74115 -0.1 0.1 0.0 0.28
H -2.51487 -3.21825 -4.17432 0.0 -0.1 0.0 0.40
H 4.96100 -0.14860 -1.10639 0.1 0.0 0.0 0.28
H 1.04708 -1.38612 -2.65269 0.0 0.0 -0.1 0.46
H -0.13128 -2.56609 -4.49864 0.0 0.0 0.0 0.39
H 5.96188 1.03636 -1.97989 0.0 0.0 0.0 0.36
H 2.57176 -0.22071 -0.43491 0.0 -0.1 -0.2 0.12
H -5.48457 -2.84487 -0.43646 0.0 0.0 0.0 0.37
H -2.31087 -0.66953 4.85181 0.0 0.0 0.0 0.34
H 2.42839 1.37026 0.00382 0.0 0.1 -0.1 -0.11
H -4.47882 -3.38855 -2.62661 0.0 0.0 0.0 0.38
H 2.41886 2.23834 -4.79892 -0.1 0.0 -0.1 0.19
H 1.62792 2.04050 3.57225 0.0 0.0 0.0 0.41
H 4.98535 1.53938 -0.57569 -0.1 0.0 0.0 0.17
H 0.85070 1.99148 5.92489 0.0 0.0 0.0 0.42
```
Positions in Å, forces in eV/Å.

Output
* gap between HOMO and LUMO: 4.3422 eV
* energy relative to the best compared isomer or geometry (same formula, charge and spin): 1.231 eV
* charge: -1
* largest force on an atom: 4.2 eV/Å